{
  "formula": "C37H51B2ClF32NO8S",
  "method": "ωB97M-V with the def2-TZVPD basis set",
  "symbols": ["H", "H", "F", "F", "C", "F", "C", "F", "H", "F", "C", "F", "O", "Cl", "H", "F", "O", "H", "H", "C", "H", "S", "O", "H", "F", "C", "C", "H", "C", "F", "H", "H", "H", "F", "C", "H", "C", "C", "H", "C", "F", "O", "F", "F", "C", "H", "C", "H", "F", "H", "O", "H", "C", "H", "H", "F", "C", "H", "B", "F", "F", "C", "C", "C", "F", "C", "H", "F", "F", "H", "C", "H", "C", "O", "H", "C", "F", "F", "H", "F", "H", "H", "F", "C", "H", "H", "H", "H", "C", "C", "F", "H", "B", "H", "H", "F", "H", "F", "C", "H", "H", "H", "O", "H", "C", "C", "H", "H", "C", "H", "C", "O", "C", "C", "H", "H", "H", "C", "C", "N", "F", "C", "F", "C", "F", "H", "H", "H", "F", "F", "H", "C", "H"],
  "positions_angstrom": [[-2.465, -2.654, -0.093], [-0.146, 3.561, -0.331], [1.581, 4.976, -5.340], [2.337, -5.963, 1.307], [3.532, -1.613, 3.211], [1.034, -9.114, 3.658], [2.735, -6.168, 2.588], [6.005, 5.388, -1.872], [-1.410, -1.514, 3.455], [-0.741, 0.543, -6.502], [0.619, 0.334, -0.736], [-3.552, 1.031, -6.273], [-0.051, 2.749, -0.841], [4.391, 1.168, -3.564], [1.783, -10.756, 4.518], [-6.748, 1.313, 3.782], [3.592, 1.218, 1.221], [2.436, 4.751, -0.056], [-6.894, 1.974, 0.553], [-1.147, -1.135, 0.587], [-9.902, -0.879, 4.764], [3.665, -2.811, 1.858], [4.153, -7.572, 3.905], [4.412, -1.097, 0.372], [-6.493, 3.221, 2.736], [2.761, 6.931, -5.635], [-8.648, 2.377, 2.845], [4.332, 4.797, -4.828], [-1.489, 2.355, -3.634], [1.688, 6.324, -3.617], [-1.932, -0.445, 0.269], [2.297, 2.906, -1.425], [3.061, 3.950, -3.982], [-2.873, 3.599, -5.081], [2.403, 5.818, -4.644], [-0.803, -3.162, 3.233], [-1.582, 3.387, -4.759], [1.485, -9.734, 4.767], [1.001, 2.142, 2.518], [-7.157, 2.028, 2.713], [-1.096, 4.537, -4.206], [4.035, 5.213, -2.807], [-10.017, 0.400, 1.718], [3.680, 7.964, -2.310], [2.655, -8.966, 5.392], [3.180, -1.881, 5.339], [-2.585, -2.669, 2.030], [3.239, 6.514, -6.525], [3.253, -8.419, 2.019], [-0.785, -0.742, 1.540], [-9.465, 1.506, 3.603], [2.729, 3.656, 1.295], [2.176, 0.126, -0.652], [-9.091, 2.610, 1.876], [-3.019, -3.673, 2.044], [2.234, -7.756, 5.822], [3.530, 4.927, -4.100], [4.327, 6.920, -0.741], [2.977, 1.374, -0.002], [3.577, 7.837, -5.068], [5.736, 8.075, -1.563], [5.080, 6.074, -2.588], [2.676, -0.365, -2.035], [-10.120, 0.436, 3.057], [-11.430, 0.572, 3.354], [-1.763, -2.529, 0.740], [-1.022, -3.330, 0.676], [-10.333, -1.899, 3.097], [-2.923, -0.568, -7.629], [4.739, -8.832, 5.316], [3.945, -8.808, 4.572], [4.025, 2.801, -1.277], [-2.924, 0.769, -7.435], [-0.561, 1.714, 1.217], [-3.453, 1.260, -8.254], [3.734, -7.329, 2.632], [-5.340, 1.166, 1.513], [1.642, -6.432, 3.326], [-0.459, 2.258, -3.283], [-2.266, 2.768, -2.605], [-8.654, 3.301, 3.421], [4.785, -2.368, 4.812], [-8.350, -1.075, 3.522], [3.097, 2.765, -0.695], [0.393, 0.521, -1.791], [3.105, 0.738, 1.896], [-0.461, -1.470, -1.372], [3.418, -3.407, 4.461], [2.750, 0.723, -3.081], [-1.470, 1.255, -7.383], [1.623, 7.554, -6.001], [0.693, 0.396, 2.244], [-0.009, 1.642, -0.048], [1.467, -2.553, -1.030], [-4.072, -1.432, 1.059], [-0.950, 1.019, -8.607], [4.088, 4.349, 0.428], [5.667, 6.465, -3.726], [3.576, -1.795, 0.383], [3.199, -5.255, 2.963], [-0.467, 4.154, -6.349], [0.942, -2.735, 0.639], [-1.391, 2.600, -7.158], [1.968, -1.093, -2.441], [0.226, 1.390, 2.345], [-0.745, 3.151, -6.027], [0.184, 2.629, -5.796], [-2.274, -2.850, 4.174], [3.730, -2.364, 4.533], [-0.415, 1.344, 3.226], [-0.023, -1.066, -0.452], [1.819, 1.224, -3.614], [-9.674, -0.885, 3.696], [-3.729, -1.637, 2.076], [1.991, -0.851, 1.238], [3.647, -0.857, -1.983], [4.278, -0.822, 3.113], [4.667, 7.269, -1.718], [3.082, 3.948, 0.304], [2.262, -1.076, 0.280], [4.810, -6.910, 1.922], [1.161, -2.006, -0.139], [0.476, -9.778, 5.662], [-1.712, -2.554, 3.286], [-1.942, 1.141, -4.020], [4.111, -9.659, 3.911], [2.526, -1.173, 3.208], [-4.567, -2.029, 2.653], [-7.248, 0.142, 1.260], [3.005, -9.697, 6.487], [-3.395, -0.697, 2.517], [-6.681, 1.350, 1.425], [3.691, -2.484, -0.453]],
  "orbital_gap_ev": 10.36,
  "fmax_ev_per_a": 1.4,
  "total_charge": 1,
  "total_energy_ev": -168734.594,
  "lumo_ev": -2.56
}

{
  "formula": "C37H51BrN2P2PtS",
  "method": "ωB97M-V with the def2-TZVPD basis set",
  "symbols": ["C", "H", "H", "C", "C", "H", "C", "C", "H", "H", "C", "C", "H", "C", "H", "H", "N", "C", "C", "H", "H", "H", "H", "C", "H", "C", "C", "H", "C", "C", "Pt", "C", "C", "C", "H", "H", "P", "H", "H", "H", "H", "H", "C", "C", "H", "P", "C", "H", "H", "C", "C", "H", "H", "H", "H", "H", "C", "H", "H", "C", "C", "C", "C", "Br", "H", "H", "S", "C", "H", "H", "H", "C", "H", "H", "C", "H", "H", "C", "H", "H", "H", "C", "C", "H", "C", "N", "H", "H", "H", "H", "C", "H", "H", "H", "C"],
  "positions_angstrom": [[-0.268, 5.806, 1.456], [2.317, 4.749, 2.081], [-0.220, -1.870, 2.704], [-5.573, 0.215, -0.795], [3.401, 2.465, 0.923], [-6.574, 0.191, -1.224], [2.150, 1.412, 2.731], [-1.350, 6.576, 1.019], [4.009, -4.855, -1.818], [-3.937, 4.999, 2.349], [-1.123, -1.499, 3.186], [2.372, 0.166, 2.183], [-2.178, -0.573, -4.006], [3.035, -3.126, -2.781], [-1.105, -2.955, 4.774], [0.957, -3.889, 0.947], [-2.602, 6.289, 1.364], [0.535, -5.438, -2.255], [-1.816, -0.432, 2.602], [0.754, 6.060, 1.158], [3.827, 3.371, 0.495], [1.568, 2.905, -1.284], [-5.516, 2.359, -0.625], [-2.906, 0.147, 3.269], [1.019, 2.052, 0.135], [-4.962, 1.424, -0.478], [-1.293, -0.717, -3.360], [-1.264, 2.925, -1.673], [-0.558, 3.173, -0.870], [-1.061, 0.527, -2.501], [1.578, -0.880, -0.418], [2.381, -5.514, 0.555], [-1.611, -2.078, 4.372], [-2.715, -1.517, 5.008], [-4.220, 0.027, 4.978], [-0.793, -1.892, 0.373], [1.885, -3.150, -1.247], [1.568, -5.801, -2.343], [0.043, -5.965, -1.424], [3.693, -5.074, -3.563], [4.997, -4.020, -3.019], [-1.196, 7.462, 0.406], [1.946, -4.052, 0.466], [-2.966, 0.229, 0.232], [-3.414, 1.012, 2.846], [0.646, 0.730, -1.838], [3.008, 1.538, -3.196], [-3.064, -1.957, 5.940], [3.583, 0.977, -2.446], [1.610, 0.956, -3.394], [3.968, -4.333, -2.795], [-3.214, 2.405, 0.311], [2.958, 2.592, -2.884], [-1.293, 1.432, -3.084], [1.870, -6.163, -0.171], [-0.299, 4.242, -0.964], [-2.886, 5.214, 2.100], [0.099, 2.859, 3.131], [-1.754, 0.531, -1.651], [-0.535, 4.691, 2.264], [1.827, 3.812, 2.300], [3.611, 1.240, 0.356], [0.438, -3.906, -2.086], [4.037, -1.710, 0.173], [2.369, -3.126, -3.679], [0.013, -5.729, -3.186], [-1.297, 0.216, 0.993], [-3.608, -0.983, -0.042], [3.559, 1.501, -4.146], [-1.079, 3.058, 0.091], [0.408, -3.424, -3.078], [0.714, 2.316, -0.895], [2.230, -0.762, 2.734], [3.604, -2.186, -2.862], [2.511, 2.572, 2.022], [1.658, -0.033, -3.876], [-0.438, -0.909, -4.025], [-4.889, -0.991, -0.599], [4.390, 1.058, -0.390], [2.653, -3.475, 1.089], [-0.471, -3.594, -1.538], [-1.875, 4.406, 2.608], [0.495, 3.753, 2.622], [-1.473, -1.609, -2.745], [2.734, 0.185, 0.800], [-0.350, -0.975, 0.361], [2.139, -5.910, 1.558], [3.466, -5.629, 0.438], [-5.338, -1.952, -0.859], [1.017, 1.604, -4.061], [-3.363, -0.409, 4.466], [1.672, 1.527, 3.692], [-2.105, 3.563, 3.243], [-3.109, -1.903, 0.242], [-3.661, 1.445, 0.031]],
  "multiplicity": 5,
  "orbital_gap_ev": [6.13, 4.38],
  "fmax_ev_per_a": 3.7,
  "s_squared": 6.098,
  "total_charge": 4,
  "total_energy_ev": -144832.782,
  "lumo_ev": [-11.98, -14.44],
  "relative_energy_kj_mol": 184.1
}

{
  "formula": "C37H51IrN7O2S3",
  "method": "ωB97M-V with the def2-TZVPD basis set",
  "symbols": ["N", "H", "C", "C", "N", "H", "H", "C", "C", "C", "H", "S", "C", "N", "C", "C", "C", "H", "H", "H", "H", "N", "C", "H", "C", "H", "H", "H", "C", "C", "C", "H", "C", "C", "H", "C", "H", "H", "C", "H", "H", "H", "C", "H", "H", "C", "H", "N", "C", "H", "H", "N", "H", "H", "H", "C", "H", "H", "H", "H", "C", "N", "C", "H", "C", "S", "H", "H", "C", "H", "C", "O", "H", "C", "H", "S", "H", "Ir", "H", "H", "H", "H", "C", "H", "C", "H", "H", "C", "H", "C", "H", "H", "C", "O", "H", "C", "C", "C", "H", "H", "C"],
  "positions_angstrom": [[2.296, -0.402, 0.506], [2.439, -6.462, -1.224], [-3.633, -2.976, -1.054], [3.503, 0.796, 2.297], [-3.442, -2.741, 0.362], [-3.552, -3.546, 0.959], [-1.516, -2.997, -1.308], [-2.370, -3.527, -1.730], [-0.061, 5.392, -1.588], [3.890, -3.141, -3.138], [-1.224, -5.290, -2.079], [0.731, 0.780, 2.157], [0.010, 5.829, 1.154], [2.893, -3.264, -2.117], [4.799, 0.469, 1.902], [0.145, 6.892, 0.276], [3.029, 1.886, -2.221], [-1.876, -0.873, 2.438], [-2.957, -5.587, -2.069], [2.454, -1.372, 0.773], [3.160, 2.058, -0.107], [-0.189, 1.814, -4.549], [3.102, -0.065, -0.675], [-3.035, -5.539, 0.353], [3.061, 1.403, -0.958], [0.289, 7.893, 0.656], [-1.829, 3.951, -4.087], [3.089, 2.950, -2.388], [-0.109, 3.154, -5.110], [2.379, -4.398, -1.606], [-0.210, 2.918, -1.196], [-1.618, -0.566, -6.514], [0.097, 6.673, -1.093], [0.555, -2.482, 3.251], [-1.603, -6.463, -0.053], [2.923, -5.747, -1.885], [-1.321, 4.887, -5.497], [-0.251, 3.711, 1.341], [5.245, -0.120, 0.700], [0.713, -4.753, -0.239], [-1.646, -1.533, 4.585], [5.103, -0.788, -1.297], [-1.755, -2.589, 4.339], [0.238, -0.167, -4.959], [2.731, -6.037, -2.916], [2.864, 1.033, -3.326], [3.392, 1.355, 3.217], [-0.269, 2.770, -2.509], [-0.378, -3.236, 4.187], [-2.476, -3.721, 2.668], [-2.181, 3.363, -5.716], [-2.338, -1.712, 2.113], [0.737, -1.481, 3.632], [-4.466, -3.672, -1.173], [0.041, 5.997, 2.221], [-0.148, 4.547, 0.666], [3.437, -3.099, -4.132], [-3.694, -2.646, 3.388], [6.301, -0.370, 0.683], [4.480, -2.240, -2.980], [2.341, 0.427, 1.663], [2.170, -2.186, -1.635], [-2.158, -5.034, -1.572], [0.260, 3.062, -6.132], [2.572, -0.854, -1.854], [-0.495, 0.051, -2.634], [4.547, -4.005, -3.095], [-2.417, -3.292, -2.793], [-2.055, -5.476, -0.115], [-2.273, -3.070, 5.170], [1.164, -2.670, -0.820], [0.272, -1.994, -0.230], [1.509, -2.999, 3.185], [-0.229, 0.689, -5.456], [2.840, 1.434, -4.325], [-2.564, -0.284, -0.074], [0.199, 7.504, -1.775], [0.030, 0.060, -0.252], [0.140, -2.398, 2.250], [-3.894, -2.022, -1.514], [0.363, 0.941, -6.338], [2.327, -0.936, -3.961], [4.570, -0.395, -0.446], [-0.092, 5.212, -2.650], [-2.636, -2.728, 3.101], [0.616, 3.725, -4.523], [-0.503, -4.263, 3.836], [-2.770, -1.700, 0.855], [5.582, 0.720, 2.602], [-1.647, 0.312, -5.875], [3.998, -5.783, -1.713], [-1.434, -4.779, 0.446], [1.320, -4.074, -0.797], [-0.120, 2.023, -0.312], [0.085, -3.287, 5.173], [-1.450, 3.882, -5.103], [2.601, -0.317, -3.118], [-0.293, 1.664, -3.224], [-2.249, 0.091, -4.998], [-2.114, 1.122, -6.428], [-0.166, 4.315, -0.710]],
  "multiplicity": 5,
  "orbital_gap_ev": [6.43, 6.03],
  "fmax_ev_per_a": 1.4,
  "s_squared": 6.097,
  "total_charge": 1,
  "total_energy_ev": -89059.664,
  "lumo_ev": [-2.20, -4.02]
}